[1]
Below is 6 unconnected molecules or ions with the total composition C29H57N2O16, with properties calculated with ωB97M-V with the def2-TZVPD basis set.

Geometry as XYZ:
```
104
Properties=species:S:1:pos:R:3:mulliken_charge:R:1
O -7.4105 -0.9467 5.2444 -0.544
H 4.3851 -4.2628 -0.9098 0.369
O 1.3497 2.0438 -9.4247 -0.339
O -1.7451 3.8609 4.1536 -0.534
H 1.7694 -3.6569 -0.4109 0.583
C -8.5310 -0.7826 5.6545 0.820
H -1.9243 6.4368 4.7272 0.285
H 2.9520 2.6581 2.4196 0.280
C -0.3537 0.0616 -2.5178 -1.928
H -2.7885 6.7252 6.2536 0.210
H 5.0462 -1.2074 -2.7686 0.418
H -8.4954 -3.3596 5.1562 0.293
O 5.6071 4.2503 0.1458 -0.339
H 0.0366 -2.3317 3.2780 0.332
O -8.9481 0.2454 6.3913 -0.316
H 0.0327 -5.0920 -0.8510 0.342
H 5.6729 3.6119 -1.8327 0.266
C 6.0842 -3.0171 -0.8772 -0.832
C 0.2651 -3.1508 -1.8544 2.651
C 0.4382 0.2154 -0.1961 -2.216
H -8.4103 1.9761 7.2869 0.218
H 2.4229 4.2965 2.8591 0.202
H 6.6807 -3.3130 -1.7361 0.277
C -9.2516 -2.7527 4.6625 -0.621
H 3.7048 -3.5484 -3.1705 0.753
H -3.6040 -2.1254 6.5015 0.340
C 1.6166 1.7119 -8.1617 0.790
H 4.2678 -1.1817 -0.7329 0.509
C 0.0260 -2.9947 -3.3525 -2.189
O -3.2982 4.9986 5.3363 -0.322
N -0.1702 -1.9760 -1.0555 0.312
C 3.3280 -2.5254 -3.1691 -1.258
O 2.8658 2.0769 -7.8866 -0.325
H 2.0598 -4.2752 -2.0348 0.553
H -0.1293 0.6290 -9.7974 0.294
H -1.3990 -0.2493 -2.5075 0.396
C 1.7248 -3.4029 -1.4685 -3.280
O 4.0835 2.5862 0.0236 -0.525
H -0.5689 0.2916 0.2100 0.493
H -1.4288 -4.0486 -0.7859 0.361
H -0.7161 2.2222 -9.2545 0.291
O -0.1508 -2.2255 0.1999 -0.526
H 2.5877 -2.4907 -3.9728 0.426
H 6.5996 -2.4958 -0.0738 0.277
O -0.8490 -0.7028 4.2284 -0.353
H -7.5362 1.6465 5.7750 0.285
C 0.0289 1.7041 -9.8552 -0.617
H -4.4789 -1.0054 5.4219 0.312
H -8.9065 -2.4620 3.6724 0.292
H 0.4037 -3.8896 -3.8467 0.476
H 0.0253 -0.1292 -3.5209 0.319
C -2.2993 5.9756 5.6389 -0.620
H 3.2376 0.7057 -6.3708 0.253
H -2.7917 1.4146 4.0581 0.184
H 2.5230 -0.1162 -1.2789 0.216
C -0.2235 -1.2938 3.0797 -0.566
H -7.1250 0.7491 7.2596 0.254
C -7.9307 1.2072 6.6891 -0.575
H 1.9881 3.6252 1.2730 0.268
H -3.2280 2.3204 2.5802 0.316
H 4.3020 2.1136 -6.4531 0.290
C 0.4677 -0.6868 -1.4434 2.087
C 2.6640 -2.2105 -1.8054 3.073
N 4.0817 -0.4719 -4.4763 -0.519
C -3.5572 2.0158 3.5721 -0.540
H 3.1142 -0.5756 -4.7536 0.324
H 5.1710 -2.2189 -4.1972 0.207
H 3.1923 -2.2230 0.2705 0.634
H -0.8661 -1.2337 2.2080 0.263
C -1.9901 -1.2722 4.6016 0.762
C 4.4833 -1.6068 -3.6089 -1.099
O -9.5634 -1.5973 5.4477 -0.327
H -0.3077 1.1364 -2.3608 0.484
C 3.2756 1.7728 -6.5474 -0.588
H -4.4664 1.4281 3.4778 0.247
O -2.4494 -0.6062 5.6659 -0.336
H 6.6366 2.6448 -0.6852 0.286
H -10.1759 -3.3159 4.5778 0.213
H -0.0430 2.0297 -10.8885 0.212
O -2.5259 -2.2110 4.0737 -0.569
O 0.8540 1.1716 -7.4005 -0.548
H 2.0548 -0.4580 -2.9140 0.291
H 7.1665 4.2797 -1.1387 0.208
H -0.9709 -4.8831 -2.2560 0.490
C -0.5770 -4.3634 -1.3803 -1.701
C 4.7493 -3.2393 -0.8283 -0.492
H -1.4776 5.5259 6.1930 0.288
C 2.7543 3.6602 2.0448 -0.556
H -1.0500 -2.9868 -3.5323 0.546
C -2.8642 3.9899 4.5774 0.778
C -3.6956 -1.0919 6.1732 -0.639
O 3.9559 4.2554 1.5376 -0.326
O -3.8828 3.1586 4.3706 -0.304
C 1.9567 -0.8162 -1.8930 -2.216
H 4.1673 0.3812 -3.9382 0.271
H -3.9438 -0.4627 7.0233 0.203
H 0.6809 -0.7197 2.9022 0.261
H 2.6494 2.3033 -5.8306 0.293
C 3.7385 -2.1292 -0.6759 -0.911
C 4.5070 3.5988 0.5211 0.814
H 0.4777 -2.1133 -3.7958 0.205
H 1.1727 -0.0690 0.5523 0.127
H 0.7077 1.2144 -0.5443 0.717
C 6.3047 3.6478 -0.9471 -0.593
```

Calculated values
expectation value of S²	0.754
spin multiplicity	2
HOMO-LUMO gap (spin up / spin down)	8.629 / 8.472	eV
electronic energy	-66733.345	eV


[2]
Below is 3 unconnected molecules or ions with the total composition C29H58N8O10P, with properties calculated with ωB97M-V with the def2-TZVPD basis set.

Geometry as XYZ:
```
106
Properties=species:S:1:pos:R:3:mulliken_charge:R:1
C 4.7315 -1.1892 -1.7218 -0.574
H 1.6241 1.7961 -1.9083 -0.608
H 3.6761 3.9149 -0.2603 0.322
H 1.0716 3.0210 1.8186 0.439
C 5.4286 -0.9082 -3.0473 -0.560
H 4.2835 -2.1853 -1.6981 0.273
C -0.3701 -1.8813 1.7061 -1.629
H -1.4932 -0.4099 4.4905 0.219
C -1.1092 2.2491 5.1003 -0.414
H 3.0497 2.2840 -0.2666 0.025
H -0.6776 3.2746 3.3088 0.949
H 5.9077 -1.7795 -3.4889 0.353
O 2.9687 0.1874 -0.7633 -0.624
H -4.4631 3.9777 5.6730 0.312
H -3.7685 0.2301 2.6372 0.687
H -4.8216 0.5031 4.6836 0.602
O -0.6914 -3.2544 1.6700 -0.354
H -2.3182 3.4448 3.8515 0.487
C 0.3808 1.1097 2.2427 -1.351
H -0.7469 3.3164 -2.6018 0.538
H 0.9757 -3.0437 3.9245 0.271
O -4.0183 2.2256 1.2863 -0.427
H -6.2158 3.7793 5.2925 0.420
H -2.1507 -1.2267 -2.8105 0.310
O 3.4261 0.3259 -2.9549 -0.320
H 0.0644 0.9929 -0.8229 -1.344
O -1.7570 2.8657 6.1098 -0.454
C 1.2882 2.7902 -2.1953 0.463
O 1.0688 -4.6047 1.3595 -0.437
N -2.2616 1.0589 0.4602 0.807
H -1.1895 -3.9676 -2.5623 0.312
C -4.8474 2.5469 4.0881 0.256
O 3.7496 -3.0917 -5.7787 -0.241
C -1.5165 2.7144 3.7200 -1.281
H 0.7727 1.3457 3.2295 0.516
N 0.5093 -1.9501 -1.2321 -0.318
H -2.3768 4.2440 -0.3606 0.119
O 4.5361 -4.5451 -4.2614 -0.564
C -2.0603 1.6330 2.8039 0.906
C 0.4069 -4.0052 2.0927 0.712
H 4.0238 2.8367 -1.6225 0.225
C -5.2565 3.2823 5.3968 -1.504
H 6.1915 -0.1403 -2.9050 0.323
N -1.2564 -1.1303 0.8264 0.940
H 4.6420 0.3436 -4.6439 0.341
H 4.6526 -4.3186 -8.1307 0.274
H 1.3731 -4.8058 3.8306 0.365
H -4.3043 1.3595 0.9679 0.539
H 3.4632 -2.3064 -7.6775 0.327
H -2.5098 -1.4419 3.4067 0.266
N -3.1934 4.8438 1.8334 -0.802
H 5.3944 -1.0528 -0.8714 0.354
H -0.5956 0.9527 -2.4318 0.544
C 3.6721 -4.4763 -7.6787 -0.529
H -3.5844 1.4451 5.4292 0.558
C -0.1986 2.9053 -1.7524 -1.114
C -2.1227 1.3291 -0.9700 -2.686
C -2.4894 -0.6029 4.1013 -1.598
C -0.8897 -2.2595 -1.4830 1.802
H -0.8812 4.3141 1.3826 0.056
P -2.1850 3.9540 1.0122 0.343
H 2.0722 -3.1612 -6.9839 0.300
H -0.5309 -1.2043 -3.2380 0.164
C 3.6268 -0.1560 -1.7152 0.444
C 3.1591 -3.1711 -7.0916 -0.503
H -2.5988 0.5805 -1.6013 0.760
H -2.7282 -1.2928 -0.6608 1.017
C -0.6665 1.4682 -1.4756 2.218
C 3.8156 -5.3528 -6.4380 -0.416
H -0.1113 -4.1480 -1.2973 0.316
H -0.3028 -4.2559 4.0737 0.340
H 2.8881 -5.8735 -6.1952 0.266
C -3.1283 0.6523 3.4133 0.447
H 1.3876 1.9217 0.6543 -0.418
N 0.6969 2.2154 1.3329 0.092
C 4.2939 -0.3590 -3.8900 -0.374
C -4.0698 1.2675 4.4693 -1.823
H -3.7726 5.4003 1.2163 0.274
H 0.6507 -1.7614 1.3190 0.531
H -2.6308 2.2479 -1.2503 0.715
O 2.1062 3.7170 -1.4948 -0.490
H -5.7838 2.2701 3.5973 0.494
C 0.6545 -4.0343 3.5955 -1.013
H -1.8021 2.2256 6.8354 0.433
H 1.4012 2.8494 -3.2827 0.447
C 4.1010 -4.3346 -5.3555 0.438
H 1.0755 -2.0567 -2.0618 0.250
H 4.6342 -6.0611 -6.5278 0.293
O -0.2666 1.4587 5.3399 -0.534
C -1.8497 -1.8386 -0.3312 -2.492
H 3.7227 -1.1484 -4.3780 0.208
H -4.3250 3.2354 3.4269 -0.047
N -0.9767 -3.7231 -1.6063 -0.636
C -1.5097 0.1126 1.1032 -0.936
H -2.2484 -2.7694 0.0619 0.508
H -0.3585 -1.5213 2.7331 0.845
H -0.1853 3.5499 -0.8794 0.284
N -1.0167 0.6997 2.2628 1.112
N -1.2752 -1.7302 -2.8100 -0.609
H 0.9578 0.2470 1.8955 0.424
H 3.0151 -4.8909 -8.4406 0.333
C 3.2546 3.1402 -0.9033 -0.296
H 0.6675 -1.0483 -0.8033 -0.558
C -2.6057 2.1451 1.3998 -0.523
H -3.1212 -0.8795 4.9451 0.566
H -5.3287 2.5476 6.2025 0.325
```

Calculated values
net charge	+1
spin multiplicity	1
HOMO-LUMO gap	8.334	eV
electronic energy	-72690.145	eV